{
  "formula": "C80H186N8O17",
  "method": "wB97M-V/def2-TZVPD",
  "charge": 0,
  "orbital_gap_ev": 8.53,
  "multiplicity": 1,
  "lumo_ev": 0.295,
  "elements": ["C", "C", "O", "H", "H", "H", "H", "H", "H", "C", "C", "O", "H", "H", "H", "H", "H", "H", "C", "C", "O", "H", "H", "H", "H", "H", "H", "C", "C", "O", "H", "H", "H", "H", "H", "H", "C", "C", "O", "H", "H", "H", "H", "H", "H", "C", "C", "O", "H", "H", "H", "H", "H", "H", "C", "C", "O", "H", "H", "H", "H", "H", "H", "C", "O", "C", "C", "N", "C", "C", "O", "C", "H", "H", "H", "H", "H", "H", "H", "H", "H", "H", "H", "H", "H", "H", "H", "C", "O", "C", "C", "N", "C", "C", "O", "C", "H", "H", "H", "H", "H", "H", "H", "H", "H", "H", "H", "H", "H", "H", "H", "C", "C", "C", "C", "C", "C", "N", "O", "C", "C", "C", "H", "H", "H", "H", "H", "H", "H", "H", "H", "H", "H", "H", "H", "H", "H", "H", "H", "H", "H", "C", "C", "C", "C", "C", "C", "N", "O", "C", "C", "C", "H", "H", "H", "H", "H", "H", "H", "H", "H", "H", "H", "H", "H", "H", "H", "H", "H", "H", "H", "C", "C", "C", "C", "C", "C", "N", "O", "C", "C", "C", "H", "H", "H", "H", "H", "H", "H", "H", "H", "H", "H", "H", "H", "H", "H", "H", "H", "H", "H", "C", "C", "C", "C", "C", "C", "N", "O", "C", "C", "C", "H", "H", "H", "H", "H", "H", "H", "H", "H", "H", "H", "H", "H", "H", "H", "H", "H", "H", "H", "C", "C", "C", "C", "C", "C", "N", "O", "C", "C", "C", "H", "H", "H", "H", "H", "H", "H", "H", "H", "H", "H", "H", "H", "H", "H", "H", "H", "H", "H", "C", "C", "C", "C", "C", "C", "N", "O", "C", "C", "C", "H", "H", "H", "H", "H", "H", "H", "H", "H", "H", "H", "H", "H", "H", "H", "H", "H", "H", "H"],
  "positions_angstrom": [[0.8318, -4.5808, 8.5403], [0.1658, -3.2857, 8.0447], [0.5256, -2.8511, 6.6817], [1.9267, -4.7225, 8.2815], [0.2656, -5.4404, 8.1574], [0.6616, -4.6059, 9.6595], [0.3567, -2.3569, 8.5808], [-0.9499, -3.4311, 8.0774], [0.1608, -3.5427, 6.1469], [-3.2203, 0.2934, 8.1928], [-1.7308, 0.1042, 7.9951], [-0.9770, 1.2726, 8.0041], [-3.5164, 0.9094, 9.0144], [-3.6497, -0.7141, 8.2954], [-3.7509, 0.6821, 7.3152], [-1.5239, -0.3415, 7.0369], [-1.3937, -0.6135, 8.7610], [-0.1260, 1.0967, 7.6014], [-5.2612, 2.1857, 3.2384], [-4.0703, 2.6109, 3.9939], [-2.9214, 3.1458, 3.2363], [-5.0655, 1.2133, 2.6696], [-5.6214, 2.9025, 2.5551], [-6.0367, 2.1281, 3.9754], [-3.7459, 1.8632, 4.7406], [-4.3871, 3.5201, 4.5666], [-2.4284, 2.4355, 2.8239], [1.5844, -5.6794, 4.1978], [0.3242, -5.0036, 3.6977], [-0.6729, -5.1123, 4.7177], [1.5419, -6.7942, 4.2484], [1.6672, -5.2736, 5.2443], [2.5133, -5.3632, 3.6256], [-0.1288, -5.3009, 2.7898], [0.5254, -3.9466, 3.6013], [-1.4725, -4.8409, 4.1951], [-5.0660, 0.1050, -0.6114], [-4.3486, -1.0695, -1.3623], [-3.2523, -1.5099, -0.5167], [-5.4999, -0.2569, 0.3455], [-5.8721, 0.5605, -1.1705], [-4.3479, 0.9176, -0.4063], [-3.8870, -0.6763, -2.2298], [-5.0013, -1.9123, -1.5048], [-3.7187, -2.1162, 0.1085], [0.4480, 4.2025, 6.8041], [0.1938, 3.8071, 5.3943], [1.3413, 4.0519, 4.5992], [-0.1215, 3.6447, 7.5467], [0.3069, 5.2610, 7.0203], [1.5581, 3.9602, 7.0312], [-0.7673, 4.2413, 5.0440], [0.0694, 2.7091, 5.4451], [1.1069, 4.7442, 3.9411], [2.6291, 1.3269, 8.5712], [2.6472, 0.5293, 7.2601], [1.3040, 0.0763, 7.0397], [1.9955, 2.2011, 8.4860], [3.6278, 1.5850, 8.8494], [2.2343, 0.6616, 9.3751], [3.2772, -0.3725, 7.3063], [2.9509, 1.1848, 6.4257], [1.2317, -0.8743, 6.8804], [8.4375, -0.8924, -5.6537], [7.0324, -1.0813, -5.5413], [6.1776, 0.0071, -5.8513], [4.7346, -0.3105, -5.6229], [4.3638, -1.4983, -6.4103], [2.9396, -1.8072, -6.3791], [2.2410, -2.1204, -5.0354], [1.8863, -0.9207, -4.3457], [0.7708, -0.9199, -3.5148], [8.8376, -1.7902, -5.2484], [8.8047, -0.1149, -4.9913], [8.7948, -0.6715, -6.7013], [6.3027, 0.1959, -6.9396], [6.4895, 0.9338, -5.4091], [4.1571, 0.5618, -5.9909], [4.5108, -0.4044, -4.5324], [4.8692, -2.2606, -6.1400], [2.7991, -2.7327, -6.9195], [2.3225, -1.0153, -6.8951], [2.9373, -2.6460, -4.3763], [1.3860, -2.8179, -5.2077], [-0.1321, -1.1375, -4.0793], [0.7322, 0.0207, -2.9801], [0.8744, -1.6440, -2.7174], [4.7901, 3.8766, -0.0402], [3.6296, 4.6690, 0.0182], [3.3299, 5.0696, 1.3649], [2.0812, 5.9668, 1.3418], [1.8054, 6.3196, 2.7125], [0.9972, 7.4698, 2.8832], [0.7886, 7.7175, 4.3571], [2.1140, 7.8050, 4.9589], [2.1206, 7.5102, 6.3633], [4.6731, 2.9431, 0.5320], [5.6112, 4.5013, 0.3713], [4.8932, 3.6832, -1.1197], [4.2139, 5.6197, 1.7577], [3.1116, 4.1799, 1.9927], [1.2756, 5.3785, 0.9145], [2.2456, 6.8688, 0.6935], [2.6128, 6.4062, 3.2874], [0.0053, 7.2803, 2.4000], [1.4486, 8.3454, 2.3769], [0.2492, 6.8909, 4.8328], [0.3434, 8.6847, 4.4532], [2.0635, 6.4335, 6.6263], [1.3108, 7.9658, 6.8667], [3.0378, 7.8534, 6.8913], [-5.4342, -5.0874, -0.5326], [-5.6687, -4.9800, 0.9379], [-5.1720, -6.2877, 1.5659], [-5.1764, -6.2736, 3.0404], [-4.2781, -5.1504, 3.5622], [-4.6732, -3.7748, 2.9058], [-4.7610, -3.9049, 1.4613], [-5.2126, -2.6724, 0.8718], [-5.9733, -3.2855, 3.6070], [-3.5811, -2.7878, 3.2362], [-7.2049, -4.7596, 1.1072], [-5.9171, -4.2281, -1.0108], [-5.8150, -6.0508, -0.9102], [-4.3881, -5.2011, -0.7572], [-5.8490, -7.1257, 1.2718], [-4.1633, -6.4687, 1.1648], [-4.7969, -7.2468, 3.4475], [-6.1782, -6.2373, 3.4444], [-3.2367, -5.4985, 3.3348], [-4.2849, -5.0769, 4.6235], [-5.7299, -2.8642, 4.5561], [-6.3255, -2.4234, 3.1156], [-6.6607, -4.1487, 3.6889], [-3.7218, -1.7335, 2.8799], [-3.4191, -2.8196, 4.3004], [-2.6585, -3.1611, 2.7742], [-7.7275, -5.1908, 0.2381], [-7.3010, -3.7329, 1.1896], [-7.6435, -5.2716, 1.9863], [-6.0241, -2.4580, 1.2971], [-1.0876, -4.3548, -4.6081], [-2.2002, -4.4896, -3.5496], [-2.6675, -5.9239, -3.4151], [-1.6258, -6.8997, -2.7996], [-1.0501, -6.3466, -1.4833], [-0.6454, -4.8475, -1.5289], [-1.7607, -4.1013, -2.1983], [-1.3690, -2.6989, -2.3140], [-0.6253, -4.3162, -0.1069], [0.7071, -4.6197, -2.2154], [-3.3589, -3.6450, -4.0937], [-1.5581, -4.4686, -5.5801], [-0.3011, -5.0979, -4.5199], [-0.6074, -3.3348, -4.5976], [-3.5440, -5.9706, -2.8141], [-2.9476, -6.3094, -4.3658], [-0.8254, -7.1973, -3.4508], [-2.2298, -7.7944, -2.5177], [-0.1755, -6.8561, -1.0556], [-1.7659, -6.4070, -0.6600], [-1.4935, -4.5255, 0.4815], [0.2422, -4.7303, 0.3441], [-0.4848, -3.2461, -0.2291], [1.4472, -5.0769, -1.5474], [0.7468, -5.1728, -3.1172], [0.8614, -3.5334, -2.4143], [-3.0281, -2.6659, -4.2793], [-4.0817, -3.4961, -3.3174], [-3.8475, -4.1018, -4.9739], [-2.0543, -2.2664, -1.7272], [-2.1820, 3.7847, -7.9962], [-2.7436, 2.5984, -7.1944], [-1.6922, 1.4984, -6.9921], [-2.1218, 0.4593, -5.9459], [-2.2523, 1.1064, -4.6068], [-3.4088, 2.1136, -4.6734], [-3.1732, 3.0549, -5.8175], [-4.2459, 3.9770, -5.8882], [-4.7308, 1.3065, -4.8045], [-3.5898, 2.9668, -3.4224], [-3.8847, 1.9365, -8.0032], [-3.0234, 4.4169, -8.2344], [-1.7023, 3.4943, -8.9698], [-1.4484, 4.2948, -7.3272], [-1.5398, 0.9798, -7.9459], [-0.7417, 1.9111, -6.7314], [-1.3886, -0.3404, -5.9346], [-3.0246, -0.0596, -6.1917], [-1.3451, 1.7249, -4.3905], [-2.5136, 0.4053, -3.8584], [-4.7822, 0.5898, -3.9649], [-5.5999, 1.8986, -4.7641], [-4.6778, 0.8009, -5.7683], [-3.4583, 2.2615, -2.6247], [-2.8085, 3.7450, -3.4812], [-4.5913, 3.4085, -3.4109], [-4.1318, 0.9576, -7.5471], [-3.5563, 1.7790, -9.0097], [-4.7422, 2.6012, -8.0222], [-3.8567, 4.7940, -5.5761], [-0.1395, -1.2183, 1.7197], [-0.2649, 0.0852, 2.5362], [1.0131, 0.9029, 2.8140], [1.6136, 1.5563, 1.5849], [0.6123, 2.4637, 0.9430], [-0.7128, 1.7605, 0.5669], [-1.1805, 1.0580, 1.7712], [-2.5039, 0.5278, 1.3332], [-1.7133, 2.9285, 0.2440], [-0.4417, 0.9672, -0.7949], [-0.9307, -0.1510, 3.8798], [-1.0663, -1.8084, 1.7174], [0.6035, -1.9275, 2.1638], [0.2268, -0.9998, 0.7318], [0.8696, 1.6299, 3.5843], [1.8152, 0.2778, 3.2299], [2.0392, 0.7828, 0.9191], [2.4911, 2.1555, 1.7796], [1.1490, 2.9405, 0.0884], [0.4153, 3.2927, 1.6081], [-1.6096, 3.7067, 0.9845], [-1.3311, 3.3093, -0.7248], [-2.7549, 2.6020, -0.0059], [-1.0438, -0.0141, -0.8485], [-0.7849, 1.6061, -1.6798], [0.5631, 0.6676, -0.9374], [-1.0197, 0.7934, 4.4267], [-0.3156, -0.8415, 4.4317], [-1.9124, -0.5556, 3.8362], [-2.4446, -0.1394, 0.6310], [5.1402, -0.2827, 3.2363], [5.0851, -1.1755, 2.0042], [3.9314, -2.1897, 2.1461], [3.6650, -2.9936, 0.8781], [3.3208, -2.0236, -0.2094], [4.4645, -0.9479, -0.4767], [4.8838, -0.3448, 0.8372], [6.1569, 0.3111, 0.6153], [5.6090, -1.6676, -1.2495], [3.8099, 0.2053, -1.2547], [6.3510, -2.0299, 1.9459], [5.5185, -0.8689, 4.0768], [4.1782, 0.1563, 3.4886], [5.9023, 0.4855, 3.0568], [4.2079, -2.8024, 3.0005], [3.0305, -1.6144, 2.4651], [2.8612, -3.6838, 1.0489], [4.5108, -3.6438, 0.5870], [2.3815, -1.5146, 0.0121], [3.0715, -2.4538, -1.1962], [5.2135, -1.9247, -2.2546], [6.4837, -1.0174, -1.3531], [5.8876, -2.5863, -0.7254], [3.0148, 0.5943, -0.6343], [4.5886, 0.9720, -1.3118], [3.5058, -0.1350, -2.2211], [6.1778, -2.8242, 1.1848], [6.5824, -2.4641, 2.9018], [7.2147, -1.4590, 1.7349], [5.9240, 1.2384, 0.5488], [0.3249, 5.9929, -3.9885], [1.4978, 5.0682, -3.9423], [1.0822, 3.9576, -2.9345], [2.0894, 2.8231, -3.0226], [2.2159, 2.2437, -4.4077], [2.5282, 3.2742, -5.4955], [1.6251, 4.4116, -5.2401], [1.9503, 5.4319, -6.2466], [4.0596, 3.6327, -5.5975], [2.1607, 2.6810, -6.8605], [2.7818, 5.7645, -3.4640], [0.4602, 6.9136, -4.5982], [0.1210, 6.4437, -3.0369], [-0.4958, 5.3623, -4.2899], [0.9925, 4.3422, -1.8392], [0.0775, 3.5940, -3.2446], [1.8387, 2.0602, -2.2880], [3.0998, 3.0271, -2.6893], [1.3260, 1.7282, -4.6965], [3.0532, 1.5961, -4.3268], [4.6706, 2.7215, -5.7186], [4.2423, 4.2884, -6.4468], [4.4387, 4.1919, -4.7193], [2.4952, 1.6363, -6.9075], [1.0927, 2.5784, -6.9954], [2.4703, 3.2951, -7.6730], [2.6057, 6.5188, -2.6491], [3.2776, 6.3028, -4.2831], [3.5400, 5.0767, -3.0844], [1.2663, 5.3811, -6.9052]],
  "mulliken_charge": [-1.170, -0.184, -0.263, 0.264, 0.293, 0.352, 0.345, 0.298, -0.045, -1.306, 0.798, -0.491, 0.367, 0.365, 0.159, -0.260, 0.027, 0.244, -1.068, 0.067, -0.625, 0.014, 0.332, 0.489, -0.003, 0.373, 0.115, -0.961, 0.527, -0.678, 0.344, 0.107, 0.221, 0.247, -0.117, 0.210, -0.737, 0.198, 1.741, -0.110, 0.632, -0.285, -0.495, 0.244, -0.785, -1.241, 1.228, -0.471, 0.317, 0.371, 0.098, 0.268, -0.686, -0.043, -1.252, 0.030, 0.175, 0.214, 0.428, 0.279, 0.366, 0.082, -0.091, -0.833, -0.288, -1.237, 2.089, -0.345, -1.405, 0.378, 0.611, 1.471, 0.294, 0.324, 0.266, 0.448, 0.504, -0.707, -0.818, 0.348, 0.521, 0.139, 0.276, -0.187, -0.441, -0.198, -1.521, -0.589, -0.092, -0.448, -0.753, 0.316, -0.859, -0.417, -0.406, -0.621, -0.039, 0.436, 0.284, 0.607, 0.125, 0.086, 0.413, 0.229, 0.308, 0.491, 0.187, 0.453, 0.072, 0.374, 0.301, -1.726, 1.712, -0.981, -1.025, -1.313, 2.597, 0.273, -0.388, -1.799, -1.862, -1.643, 0.554, 0.636, -0.403, 0.410, -0.005, 0.499, 0.411, -0.019, 0.645, 0.591, 0.415, 0.326, -0.169, 0.886, -0.234, 0.493, 0.318, 0.333, 0.160, -1.520, 1.824, -1.335, -0.833, -1.359, 1.662, 0.773, 2.421, -0.925, -1.207, -1.921, 0.589, 0.206, -0.223, 0.222, 0.451, 0.323, 0.545, 0.443, 0.157, -0.177, 0.577, -0.745, 0.621, 0.492, -0.290, 0.229, 0.058, 0.488, -0.993, -1.807, 1.481, -0.859, -1.001, 1.486, 1.060, 1.169, -0.585, -1.403, -1.120, -1.912, 0.501, 0.325, 0.147, 0.738, -0.751, 0.220, 0.724, -1.206, -0.272, -0.056, 0.481, 0.228, -0.096, 0.228, 0.438, 0.329, 0.515, 0.378, 0.317, 0.764, 3.358, -0.863, 0.500, -0.717, 1.759, 0.709, 0.691, -1.667, 2.100, -1.555, -0.836, -0.088, -0.889, -0.531, -0.126, -1.325, 0.070, -0.126, 0.213, 0.535, 0.225, -0.381, -0.450, -0.865, -0.704, -0.027, 0.306, -0.330, -0.424, -2.112, 1.684, -0.258, -0.884, -0.068, 1.592, 1.612, -0.674, -1.752, -0.304, -1.981, 0.398, 0.210, 0.468, 0.786, -1.215, 0.277, 0.499, -0.575, 0.319, 0.315, 0.433, 0.333, 0.092, 0.545, -0.777, 0.341, 0.466, 0.425, 0.340, -2.067, 1.877, 1.349, 0.481, 0.390, 1.801, 1.104, -0.629, -1.243, -1.319, -1.352, 0.415, 0.401, 0.248, -0.360, -1.171, -0.782, -0.172, -1.002, -0.069, 0.045, 0.398, 0.286, -0.090, 0.162, 0.677, 0.331, 0.344, -0.199, 0.328]
}